ORCA calculation (ωB97M-V/def2-TZVPD) on a molecular structure, C34H34F4N6O5W.

## Properties
* HOMO: -18.224 eV
* molecular weight: 866.52 u
* LUMO energy: -0.456 Eh
* HOMO-LUMO gap: 5.81 eV
* total charge: +4
* ΔE to the lowest compared entry with this formula, charge and spin: 0.00 kcal per mole

Structure (XYZ):
```
84
Properties=species:S:1:pos:R:3:lowdin_charge:R:1
W -2.458 2.007 0.194 2.0776
C -6.368 3.552 -0.356 0.0441
C -5.296 2.982 0.495 -0.2763
O -4.076 2.936 -0.068 -0.1983
C -5.446 2.521 1.770 0.0770
C -4.371 2.094 2.578 -0.2041
C -4.572 1.789 4.020 0.0422
N -3.156 2.045 2.048 -0.1375
N -2.044 1.651 2.764 0.1597
C -0.985 2.304 2.331 -0.3308
O -1.141 2.994 1.175 -0.1752
C 0.304 2.278 2.969 -0.1686
C 1.349 3.061 2.464 -0.0039
C 2.556 3.096 3.136 -0.0320
C 2.719 2.353 4.301 -0.0154
C 1.684 1.566 4.800 -0.0300
C 0.470 1.528 4.142 0.0045
H -5.962 4.268 -1.067 0.1030
H -7.125 4.039 0.256 0.1175
H -6.850 2.743 -0.913 0.1253
H -6.427 2.571 2.222 0.1576
H -5.540 1.306 4.150 0.1161
H -4.604 2.737 4.568 0.1319
H -3.777 1.175 4.429 0.0922
H 1.210 3.670 1.581 0.1160
H 3.363 3.717 2.771 0.1242
H 3.658 2.400 4.836 0.1278
H 1.821 1.006 5.715 0.1251
H -0.345 0.939 4.540 0.1225
C -0.409 -4.711 -3.207 -0.0383
C -0.974 -4.590 -1.809 -0.1434
N -0.889 -3.189 -1.277 0.0184
C -1.982 -2.436 -1.374 0.0852
C -1.977 -1.130 -0.950 -0.0114
C -2.987 -0.068 -0.884 -0.4507
O -3.517 0.210 0.266 -0.0036
O -2.885 0.936 -1.645 0.0214
C -0.836 -0.568 -0.359 -0.1864
O -0.883 0.695 0.059 -0.1494
C 0.316 -1.364 -0.235 -0.0417
C 1.509 -0.902 0.366 0.1053
C 2.587 -1.712 0.446 -0.1629
F 3.684 -1.225 1.031 0.0985
C 2.620 -3.058 -0.071 -0.0886
C 1.433 -3.499 -0.657 0.0737
C 0.289 -2.691 -0.728 -0.0801
N 3.746 -3.834 0.035 -0.0328
C 4.997 -3.374 0.678 -0.0996
C 6.015 -4.492 0.788 -0.0721
N 6.298 -5.101 -0.561 0.0917
C 5.017 -5.453 -1.318 -0.0416
C 3.801 -5.217 -0.439 -0.1095
H -0.489 -5.752 -3.521 0.1034
H 0.639 -4.415 -3.263 0.0777
H -0.970 -4.105 -3.918 0.0945
H -0.482 -5.234 -1.083 0.1287
H -2.030 -4.849 -1.775 0.1335
H -2.855 -2.907 -1.805 0.1716
H 1.572 0.095 0.782 0.1426
H 1.372 -4.487 -1.069 0.0885
H 4.816 -3.043 1.700 0.1439
H 5.423 -2.531 0.130 0.1421
H 5.692 -5.302 1.436 0.1463
H 6.957 -4.106 1.173 0.1554
H 6.879 -5.934 -0.442 0.1937
H 6.858 -4.454 -1.119 0.1895
H 5.095 -6.495 -1.620 0.1491
H 5.000 -4.825 -2.205 0.1463
H 3.783 -5.909 0.406 0.1490
H 2.941 -5.471 -1.044 0.1208
F 1.038 5.850 -4.528 0.1827
C -0.291 5.815 -4.519 -0.5995
F -0.763 7.045 -4.329 0.1985
F -0.727 5.356 -5.691 0.1933
C -0.803 4.916 -3.399 -0.0278
C -2.164 4.666 -3.301 0.0769
C -2.626 3.875 -2.275 -0.0454
N -1.786 3.350 -1.354 -0.0808
C -0.458 3.574 -1.466 -0.0538
C 0.061 4.354 -2.475 0.0716
H -2.869 5.075 -4.013 0.1562
H -3.673 3.643 -2.170 0.1190
H 0.177 3.126 -0.718 0.1126
H 1.127 4.522 -2.530 0.1458
```

=====

ORCA calculation (ωB97M-V/def2-TZVPD) on a molecular structure, C34H35As2I2N3O2S2Sr at a distorted geometry.

## Properties
* HOMO: -6.786 eV
* molecular weight: 1073.08 u
* LUMO energy: -0.011 Eh
* HOMO-LUMO gap: 6.48 eV
* ΔE to the lowest compared entry with this formula, charge and spin: 46.72 kcal per mole

Structure (XYZ):
```
81
Properties=species:S:1:pos:R:3:lowdin_charge:R:1
Sr -0.835 1.134 -2.290 1.3959
S -0.435 1.278 -5.468 0.4569
C -1.862 0.387 -5.248 -1.1842
N -2.609 0.290 -4.150 -0.1145
C -3.584 -0.711 -4.367 -0.2974
C -4.483 -1.269 -3.429 -0.0705
C -5.577 -2.017 -3.770 -0.1332
C -5.633 -2.530 -5.039 -0.1097
C -4.611 -2.217 -5.959 -0.0911
C -3.673 -1.194 -5.733 -0.5034
S -2.406 -0.544 -6.719 0.9693
H -4.416 -0.957 -2.404 0.0853
H -6.351 -2.148 -2.938 0.1300
H -6.362 -3.313 -5.224 0.0994
H -4.511 -2.642 -6.946 0.0959
O -1.303 0.393 0.247 -0.1755
C -2.512 1.112 0.480 -0.2509
C -2.090 2.409 1.156 -0.1567
C -1.262 3.367 0.331 -0.1506
C -1.980 4.065 -0.769 -0.2476
C -2.320 5.444 -0.691 -0.0165
C -3.117 5.998 -1.663 -0.0363
C -3.455 5.204 -2.822 -0.0486
C -3.044 3.917 -2.824 -0.1345
N -2.084 3.425 -1.981 0.0152
H -1.445 -0.585 0.264 0.1213
H -3.164 0.563 1.146 0.1185
H -3.051 1.255 -0.506 0.1157
H -1.549 2.188 2.041 0.1107
H -2.993 2.937 1.524 0.1358
H -0.427 2.850 -0.102 0.0773
H -0.786 4.229 0.920 0.1544
H -1.975 6.035 0.113 0.1000
H -3.389 7.048 -1.603 0.1088
H -3.801 5.698 -3.764 0.1276
H -3.363 3.249 -3.574 0.0953
C 3.631 1.424 4.248 -0.3201
As 2.561 -0.092 3.468 1.0795
C 4.059 -1.099 2.744 -0.3594
C 2.387 -1.258 5.046 -0.4209
C 3.043 -1.151 6.283 -0.1378
C 2.714 -1.904 7.360 -0.0932
C 1.648 -2.818 7.234 -0.0662
C 0.980 -3.004 6.001 -0.1664
C 1.303 -2.227 4.967 -0.4616
As 0.474 -2.634 3.184 1.1081
C -1.457 -2.365 3.767 -0.3291
C 0.693 -4.574 3.382 -0.3541
H 3.615 1.272 5.336 -0.0024
H 2.984 2.321 3.970 0.0189
H 4.574 1.602 3.716 0.0215
H 3.928 -2.192 2.795 0.0192
H 4.903 -0.836 3.344 -0.0034
H 4.367 -0.840 1.672 0.0462
H 3.939 -0.543 6.214 0.0899
H 3.207 -1.862 8.342 0.1113
H 1.216 -3.197 8.135 0.0901
H 0.124 -3.678 6.038 0.1055
H -1.829 -1.547 3.058 -0.0032
H -1.514 -2.014 4.810 0.0128
H -2.246 -3.122 3.652 0.0144
H 1.591 -4.806 3.926 0.0148
H 0.648 -5.050 2.398 0.0122
H -0.099 -5.005 3.976 0.0101
I 3.469 3.695 -0.495 0.8539
C 3.703 1.903 -1.563 -0.6298
C 4.861 1.406 -2.216 -0.2443
C 4.800 0.368 -3.105 -0.6568
I 6.507 0.176 -4.362 0.8163
C 3.675 -0.559 -2.978 -0.1818
C 3.660 -1.874 -3.491 -0.0264
C 2.482 -2.591 -3.536 -0.0635
C 1.271 -1.956 -3.249 -0.1009
N 1.254 -0.629 -2.849 0.0374
C 2.434 0.013 -2.552 -0.1569
C 2.434 1.300 -1.865 -0.5027
O 1.368 1.955 -1.739 -0.3334
H 5.779 1.990 -2.157 0.0760
H 4.602 -2.325 -3.721 0.0872
H 2.366 -3.536 -4.027 0.0983
H 0.349 -2.483 -3.401 0.0993
```